Below is a 14-piece molecular cluster, C42H98N14O14 overall at a distorted geometry, with properties calculated with ωB97M-V/def2-TZVPD.

Structure (XYZ):
```
168
Properties=species:S:1:pos:R:3:mulliken_charge:R:1
C 5.776 -4.938 3.118 -1.078
C 4.249 -4.890 3.336 0.665
O 3.729 -5.768 4.008 -0.663
N 3.652 -3.857 2.658 0.179
C 2.199 -3.571 2.617 -0.851
H 6.266 -3.965 3.158 0.230
H 6.074 -5.412 2.183 0.290
H 6.262 -5.430 3.960 0.358
H 4.216 -3.191 2.150 0.036
H 2.065 -2.490 2.596 -0.115
H 1.617 -3.941 3.461 0.323
H 1.758 -4.104 1.774 0.513
C -2.681 -4.966 -0.779 -0.421
C -3.325 -5.921 0.220 0.700
O -2.616 -6.914 0.599 -0.703
N -4.636 -5.806 0.569 -0.134
C -5.445 -6.481 1.598 -0.914
H -2.006 -5.653 -1.288 0.404
H -2.163 -4.157 -0.264 -0.346
H -3.384 -4.625 -1.539 0.302
H -4.916 -4.882 0.275 0.178
H -4.826 -7.015 2.318 0.324
H -6.144 -7.217 1.199 0.345
H -5.966 -5.803 2.274 0.236
C -3.264 -1.727 -5.591 -1.432
C -3.679 -2.168 -4.149 0.864
O -2.981 -3.063 -3.644 -0.610
N -4.770 -1.525 -3.701 -0.035
C -5.544 -1.947 -2.546 -1.009
H -2.818 -0.732 -5.596 0.280
H -4.190 -1.691 -6.165 0.454
H -2.600 -2.449 -6.065 0.328
H -5.299 -0.885 -4.277 0.278
H -5.434 -3.026 -2.434 0.449
H -6.539 -1.531 -2.706 0.428
H -5.188 -1.541 -1.599 0.050
C -3.060 1.237 1.670 0.065
C -4.608 1.220 1.670 0.125
O -5.314 2.240 1.589 -0.725
N -5.045 -0.033 1.786 0.561
C -6.424 -0.357 1.811 -1.093
H -2.554 2.184 1.479 0.087
H -2.707 0.722 0.777 -0.383
H -2.701 0.742 2.572 0.566
H -4.477 -0.850 1.614 0.127
H -6.762 -0.771 0.861 0.295
H -7.187 0.282 2.256 0.409
H -6.487 -1.194 2.507 0.253
C -7.715 1.784 -1.041 -0.757
C -6.514 1.637 -1.882 0.692
O -6.630 1.097 -2.952 -0.644
N -5.348 1.913 -1.359 -0.010
C -4.076 1.574 -2.096 -0.423
H -8.023 2.823 -0.919 0.324
H -7.540 1.171 -0.157 -0.050
H -8.607 1.295 -1.430 0.348
H -5.185 2.124 -0.385 0.216
H -3.829 0.520 -2.224 -0.094
H -3.193 1.920 -1.559 0.108
H -3.949 2.054 -3.067 0.346
C 4.406 -0.230 1.214 0.815
C 5.663 -1.145 1.157 0.527
O 5.972 -1.806 2.118 -0.656
N 6.234 -1.202 -0.033 0.093
C 7.551 -1.805 -0.251 -1.063
H 4.161 -0.097 0.161 -0.311
H 4.466 0.601 1.917 0.385
H 3.680 -0.966 1.559 -0.598
H 5.835 -0.684 -0.804 -0.005
H 8.050 -2.385 0.525 0.347
H 8.209 -0.973 -0.503 0.332
H 7.429 -2.485 -1.094 0.336
C -1.460 3.603 3.871 -0.397
C -0.719 4.937 4.103 0.530
O -0.001 5.336 3.161 -0.638
N -0.940 5.621 5.218 -0.205
C -0.278 6.852 5.528 -0.861
H -0.847 2.751 3.577 0.032
H -2.276 3.786 3.171 0.177
H -2.030 3.470 4.790 0.276
H -1.647 5.286 5.857 0.224
H 0.438 6.532 6.285 0.303
H -1.050 7.546 5.861 0.317
H 0.101 7.217 4.574 0.271
C 0.416 -0.638 -5.639 -0.109
C 0.722 0.644 -6.453 0.558
O 1.195 1.646 -5.968 -0.575
N 0.519 0.598 -7.800 -0.231
C 0.649 1.770 -8.638 -0.848
H 0.456 -0.424 -4.571 -0.407
H 1.190 -1.389 -5.798 0.452
H -0.578 -0.982 -5.925 0.044
H 0.539 -0.325 -8.210 0.245
H 0.056 2.651 -8.392 0.259
H 0.260 1.761 -9.656 0.349
H 1.704 2.021 -8.755 0.286
C 5.234 7.157 -2.693 -1.129
C 4.589 6.615 -1.423 0.791
O 3.700 7.278 -0.792 -0.673
N 4.829 5.371 -1.040 -0.116
C 4.216 4.616 0.076 -1.001
H 4.801 8.141 -2.875 0.313
H 5.100 6.408 -3.473 0.284
H 6.307 7.314 -2.575 0.334
H 5.628 4.912 -1.454 0.227
H 4.999 4.217 0.722 0.429
H 3.500 3.838 -0.189 0.220
H 3.751 5.259 0.823 0.317
C 5.470 1.861 -4.304 -0.973
C 4.982 0.577 -3.578 0.669
O 5.751 0.053 -2.808 -0.699
N 3.621 0.434 -3.618 0.148
C 2.870 -0.561 -2.930 -0.655
H 4.857 1.989 -5.195 0.362
H 6.448 1.526 -4.649 0.393
H 5.422 2.742 -3.664 0.064
H 3.228 0.934 -4.402 0.071
H 3.464 -1.049 -2.157 0.240
H 2.524 -1.382 -3.557 0.275
H 1.912 -0.123 -2.650 0.021
C 1.203 1.027 1.020 -0.325
C 0.505 -0.153 0.351 0.780
O 1.043 -1.244 0.441 -0.724
N -0.516 -0.124 -0.445 1.230
C -1.173 -1.137 -1.303 -0.393
H 1.809 1.672 0.382 -0.090
H 1.931 0.610 1.716 -0.070
H 0.497 1.691 1.519 0.102
H -0.725 0.832 -0.694 -0.590
H -2.259 -1.072 -1.377 -0.119
H -0.937 -2.096 -0.842 0.244
H -0.819 -1.186 -2.332 0.007
C 0.606 2.711 -2.735 -1.056
C 0.072 3.321 -1.411 0.305
O -0.833 2.698 -0.839 -0.546
N 0.651 4.467 -1.022 0.059
C 0.272 5.210 0.086 -0.847
H 1.418 1.998 -2.595 0.081
H 0.930 3.439 -3.479 0.618
H -0.197 2.237 -3.299 0.233
H 1.331 4.905 -1.627 0.254
H -0.307 4.634 0.808 0.133
H -0.263 6.116 -0.199 0.346
H 1.176 5.518 0.611 0.231
C -1.469 -3.030 2.286 -1.008
C -2.996 -3.039 2.417 0.629
O -3.641 -2.573 1.507 -0.904
N -3.554 -3.586 3.479 -0.112
C -4.985 -3.503 3.700 -0.996
H -1.008 -3.813 2.888 0.637
H -1.156 -2.032 2.596 0.202
H -1.076 -3.351 1.321 0.020
H -2.968 -3.940 4.222 0.219
H -5.328 -4.449 4.120 0.449
H -5.591 -3.415 2.798 0.219
H -5.307 -2.707 4.372 0.352
C 4.221 -1.049 5.227 -1.170
C 2.757 -1.423 5.055 0.606
O 2.147 -0.806 4.238 -0.545
N 2.221 -2.310 5.940 -0.048
C 2.954 -3.115 6.938 -1.031
H 4.466 -0.933 6.283 0.462
H 4.253 -0.045 4.805 0.315
H 4.874 -1.742 4.695 0.174
H 1.271 -2.622 5.799 0.275
H 3.944 -3.337 6.538 0.299
H 2.550 -4.072 7.269 0.345
H 3.213 -2.454 7.766 0.339
```

Summary:
Energy above the lowest of the compared OMol25 structures with the same formula, charge and spin   119.85 kcal per mole
Molar mass   1023.3 g/mol
Calculated total energy   -3479.1551 a.u.
E_LUMO   0.2144 eV
Charge   0

***

Below is a 8-piece molecular cluster, C42H98O30P6 overall at a distorted geometry, with properties calculated with ωB97M-V/def2-TZVPD.

Structure (XYZ):
```
176
Properties=species:S:1:pos:R:3:mulliken_charge:R:1
C -17.749 -5.438 10.241 -1.322
C -18.793 -4.421 9.817 -0.144
O -19.799 -5.111 9.069 -0.024
P -21.140 -4.446 8.551 0.748
O -20.976 -3.729 7.258 -0.727
O -22.204 -5.626 8.476 -0.274
C -22.035 -6.816 7.736 -0.668
C -21.189 -7.843 8.427 -0.616
O -21.673 -3.594 9.755 -0.335
C -22.671 -2.631 9.394 -0.408
C -22.131 -1.207 9.238 -1.038
H -17.273 -5.916 9.384 0.314
H -16.985 -4.891 10.798 0.424
H -18.161 -6.180 10.923 0.306
H -19.140 -4.086 10.799 0.253
H -18.386 -3.606 9.224 0.358
H -22.980 -7.146 7.295 0.462
H -21.570 -6.651 6.750 0.304
H -20.156 -7.542 8.568 0.285
H -21.650 -8.207 9.352 0.313
H -21.164 -8.822 7.933 0.123
H -23.358 -2.954 8.612 0.354
H -23.386 -2.515 10.216 0.376
H -21.852 -0.828 10.223 0.296
H -21.257 -1.071 8.606 0.296
H -22.992 -0.634 8.889 0.339
C -21.849 -19.861 9.275 -1.153
C -22.144 -18.364 9.211 -0.166
O -21.753 -17.717 7.995 0.401
P -20.215 -17.539 7.662 -0.275
O -19.327 -17.481 8.844 -0.780
O -19.879 -18.791 6.679 -0.383
C -20.685 -18.995 5.507 0.314
C -21.886 -19.956 5.567 -1.215
O -20.204 -16.247 6.743 0.663
C -18.949 -15.648 6.401 -0.190
C -19.045 -15.206 4.924 -0.781
H -22.018 -20.286 8.281 0.185
H -20.774 -20.028 9.368 0.344
H -22.536 -20.357 9.952 0.424
H -23.238 -18.318 9.193 0.056
H -21.881 -17.825 10.120 0.373
H -20.960 -18.000 5.138 -0.234
H -19.987 -19.316 4.730 0.496
H -22.625 -19.588 6.272 0.167
H -22.204 -19.859 4.527 0.439
H -21.579 -20.977 5.775 0.316
H -18.765 -14.850 7.117 -0.113
H -18.101 -16.334 6.444 0.489
H -18.078 -15.071 4.446 0.422
H -19.730 -15.795 4.317 0.170
H -19.558 -14.238 4.954 0.022
C -27.942 -19.031 13.411 -1.181
C -27.714 -18.208 12.143 -0.191
O -27.973 -16.806 12.468 -0.364
P -26.672 -15.940 12.886 0.824
O -26.310 -16.154 14.300 -0.735
O -27.026 -14.387 12.633 -0.349
C -26.577 -13.409 13.564 -0.325
C -25.147 -12.907 13.280 -1.027
O -25.562 -16.281 11.781 -0.067
C -25.890 -16.171 10.392 -0.528
C -25.183 -14.947 9.855 -0.735
H -28.809 -18.794 14.017 0.295
H -28.090 -20.066 13.089 0.392
H -26.990 -18.918 13.926 0.286
H -26.748 -18.404 11.674 0.186
H -28.376 -18.417 11.299 0.390
H -27.228 -12.568 13.318 0.292
H -26.653 -13.680 14.615 0.363
H -24.361 -13.567 13.659 0.304
H -24.950 -12.715 12.230 0.225
H -25.028 -12.062 13.963 0.446
H -25.727 -17.118 9.858 0.411
H -26.967 -16.165 10.166 0.431
H -24.107 -14.942 10.057 0.170
H -25.507 -14.732 8.838 0.224
H -25.354 -14.139 10.566 0.210
C -12.479 -15.146 8.322 -0.967
C -12.213 -15.463 9.780 -0.195
O -12.393 -14.361 10.638 -0.396
P -13.639 -14.336 11.684 0.652
O -13.507 -13.304 12.720 -0.748
O -14.905 -14.043 10.733 -0.128
C -16.209 -13.905 11.300 -0.413
C -17.247 -13.709 10.221 -0.620
O -13.806 -15.857 12.118 -0.297
C -13.861 -16.196 13.534 -0.418
C -15.179 -15.767 14.100 -0.947
H -11.746 -14.513 7.825 0.270
H -12.700 -16.008 7.698 0.317
H -13.396 -14.558 8.472 0.226
H -12.756 -16.379 10.023 0.216
H -11.170 -15.796 9.873 0.402
H -16.431 -14.843 11.822 0.225
H -16.411 -13.161 12.075 0.328
H -17.361 -14.580 9.576 0.243
H -18.177 -13.611 10.781 0.165
H -17.031 -12.785 9.685 0.358
H -13.737 -17.278 13.579 0.336
H -12.998 -15.777 14.052 0.325
H -15.385 -14.731 13.842 0.339
H -15.969 -16.354 13.614 0.250
H -15.328 -15.991 15.154 0.463
C -18.637 -10.995 5.959 -0.266
C -19.339 -10.272 4.782 -0.003
O -18.440 -9.680 3.840 -0.453
P -18.460 -10.407 2.381 1.081
O -18.055 -11.825 2.329 -0.687
O -19.928 -10.204 1.806 -0.264
C -20.221 -10.837 0.543 -0.231
C -21.674 -10.663 0.193 -1.086
O -17.588 -9.396 1.484 -0.440
C -16.331 -8.855 1.971 -0.226
C -15.261 -9.948 1.777 -0.992
H -17.634 -11.182 5.572 0.406
H -18.531 -10.418 6.877 0.327
H -19.126 -11.933 6.210 -0.507
H -19.991 -10.960 4.237 0.091
H -20.037 -9.506 5.127 0.350
H -19.627 -10.253 -0.171 0.267
H -19.842 -11.858 0.523 0.416
H -21.867 -10.717 -0.877 0.389
H -22.278 -11.472 0.627 0.077
H -22.206 -9.805 0.606 0.353
H -16.031 -7.955 1.441 0.347
H -16.449 -8.585 3.021 0.223
H -15.624 -10.697 1.085 0.261
H -14.373 -9.425 1.411 0.363
H -14.948 -10.382 2.726 0.294
C -26.036 -15.861 5.794 -1.427
C -24.574 -16.121 6.123 0.127
O -23.826 -14.884 6.266 0.462
P -23.334 -13.903 5.084 -0.237
O -22.322 -12.950 5.521 -0.144
O -22.905 -14.865 3.881 -0.241
C -22.736 -14.492 2.506 -0.262
C -21.283 -14.600 2.092 -0.922
O -24.785 -13.313 4.672 -0.270
C -25.174 -11.978 5.020 -0.117
C -26.687 -11.815 5.150 -1.222
H -26.673 -15.290 6.466 0.255
H -26.099 -15.311 4.856 0.329
H -26.494 -16.817 5.525 0.426
H -24.459 -16.589 7.102 -0.011
H -24.047 -16.729 5.389 0.402
H -23.301 -15.293 2.020 0.280
H -23.263 -13.551 2.339 0.338
H -21.045 -15.646 1.866 0.387
H -21.080 -14.095 1.148 0.321
H -20.516 -14.417 2.842 0.076
H -24.730 -11.585 5.937 0.184
H -24.822 -11.388 4.170 0.341
H -27.088 -11.756 4.141 0.309
H -27.078 -12.667 5.705 0.242
H -26.822 -10.919 5.751 0.392
O -21.253 -13.500 11.713 -0.546
C -21.307 -13.231 10.558 0.616
O -22.381 -12.683 9.964 -0.397
C -22.304 -12.716 8.531 0.331
C -20.733 -12.661 8.448 0.549
O -20.305 -13.203 9.679 -0.106
H -22.641 -13.577 7.962 -0.151
H -22.541 -11.770 8.054 0.343
H -20.403 -11.619 8.384 -0.060
H -20.217 -13.128 7.613 -0.625
O -16.908 -14.158 16.321 -0.551
C -17.988 -14.454 15.900 0.656
O -18.408 -14.068 14.668 -0.336
C -19.629 -14.706 14.357 0.001
C -19.981 -15.558 15.591 -0.198
O -18.976 -15.059 16.523 -0.361
H -20.396 -13.954 14.165 0.095
H -19.346 -15.277 13.470 0.209
H -19.966 -16.594 15.250 0.230
H -20.872 -15.331 16.169 0.277
```

Summary:
Energy above the lowest of the compared OMol25 structures with the same formula, charge and spin   91.43 kcal per mole
Molar mass   1269.1 g/mol
Calculated total energy   -5964.9498 a.u.
E_LUMO   0.1058 eV
SMILES   CCOP(=O)(OCC)OCC.CCOP(=O)(OCC)OCC.CCOP(=O)(OCC)OCC.CCOP(=O)(OCC)OCC.CCOP(=O)(OCC)OCC.CCOP(=O)(OCC)OCC.O=C1OCCO1.O=C1OCCO1
Charge   0

***

What is the molar mass in the first record? 1023.3 g/mol

***

Look up the charge of the first one. 0

***

Look up the charge of the first one. 0

***

What is the formula in the first record? C42H98N14O14